i) This record from OMol25 describes C3H6INOS as an isolated structure. The level of theory is the ωB97M-V functional and the def2-TZVPD basis.

Positions of all 13 atoms, in Å:
1 C -0.24 -1.38 0.49
2 C -1.49 -0.48 0.53
3 C -0.40 -0.27 -0.50
4 N 0.84 2.32 -0.97
5 O 0.60 1.30 1.29
6 S 0.77 1.08 -0.10
7 I 3.32 -0.62 -0.09
8 H 0.38 -1.03 1.18
9 H -0.09 -2.48 0.31
10 H -2.37 -0.79 -0.04
11 H -1.59 0.28 1.33
12 H -0.80 -0.15 -1.53
13 H 1.06 2.22 -1.90

HOMO (spin up / spin down) in eV: -9.09 / -9.08
HOMO-LUMO gap (spin up / spin down) in eV: 6.9 / 6.9
Spin multiplicity: 1
LUMO (spin up / spin down) in eV: -2.17 / -2.21



ii) This record from OMol25 describes one molecule with the formula C3H6INOS. The level of theory is the ωB97M-V functional and the def2-TZVPD basis.

Positions of all 13 atoms, in Å:
1 N -1.78 1.55 0.81
2 S -0.37 1.01 0.81
3 O 0.22 0.38 1.97
4 I 1.31 2.71 0.11
5 C -0.41 -0.18 -0.53
6 C 0.91 -0.58 -1.08
7 C 0.16 -1.49 -0.16
8 H -2.06 1.99 1.60
9 H -1.44 -0.21 -1.03
10 H 1.93 -0.25 -0.79
11 H 1.02 -0.82 -2.17
12 H 0.03 -2.47 -0.44
13 H 0.47 -1.65 0.90

HOMO in eV: -9.59
HOMO-LUMO gap in eV: 8.7
Spin multiplicity: 1
SMILES string: N=[S@](=O)(I)C1CC1
LUMO in eV: -0.85



Tell me which of them is the most stable. Sure, it is ii).



i) This record from OMol25 describes C2H7ISi as an isolated structure. The level of theory is the ωB97M-V functional and the def2-TZVPD basis.

Positions of all 11 atoms, in Å:
1 C 0.46 1.58 0.38
2 C 0.14 -1.31 -0.50
3 Si 0.87 -0.19 0.76
4 I -3.19 -0.74 -0.97
5 H -0.60 1.73 0.58
6 H 0.96 2.52 0.75
7 H 0.66 1.72 -0.68
8 H -1.00 -1.12 -0.50
9 H 0.20 -1.00 -1.55
10 H 0.53 -2.40 -0.39
11 H 0.98 -0.78 2.11

HOMO (spin up / spin down) in eV: -7.64 / -7.38
HOMO-LUMO gap (spin up / spin down) in eV: 5.2 / 4.7
Spin multiplicity: 1
LUMO (spin up / spin down) in eV: -2.46 / -2.69



ii) This record from OMol25 describes a 2-piece molecular cluster, C2H7ISi overall. The level of theory is the ωB97M-V functional and the def2-TZVPD basis.

Positions of all 11 atoms, in Å:
1 C -0.97 0.31 -0.93
2 C 1.52 1.21 0.37
3 Si -1.08 -1.28 0.07
4 I 3.07 -0.21 -0.06
5 H -0.79 0.48 -2.05
6 H -0.92 1.15 -0.29
7 H 1.80 2.31 0.18
8 H 0.96 0.90 1.29
9 H -2.42 -1.07 0.41
10 H -0.13 -1.03 1.13
11 H -1.03 -2.76 -0.12

HOMO (spin up / spin down) in eV: -8.63 / -8.68
HOMO-LUMO gap (spin up / spin down) in eV: 8.5 / 8.2
Spin multiplicity: 1
LUMO (spin up / spin down) in eV: -0.11 / -0.48



Tell me which of them is the most stable. Sure, it is i).



i) This record from OMol25 describes a 3-piece molecular cluster, C3H10NO3S overall. The level of theory is the ωB97M-V functional and the def2-TZVPD basis.

Positions of all 18 atoms, in Å:
1 O 0.27 -0.24 -1.27
2 C 1.15 -0.51 -0.43
3 C 0.99 -1.79 0.54
4 C 0.70 -1.26 1.93
5 S 0.89 0.46 1.54
6 N -0.06 -2.60 -0.07
7 H 2.24 -0.38 -0.61
8 H 1.89 -2.44 0.55
9 H -0.31 -1.62 2.16
10 H 1.45 -1.55 2.70
11 H -0.06 -2.43 -1.07
12 H -1.04 -2.53 0.17
13 H -3.41 3.51 -0.51
14 H -2.39 2.70 -1.27
15 O -3.36 2.87 -1.23
16 H 0.36 1.78 -1.13
17 H 0.37 3.32 -0.62
18 O 0.32 2.73 -1.37

HOMO in eV: -3.46
HOMO-LUMO gap in eV: 6.9
Spin multiplicity: 1
LUMO in eV: 3.40
Total charge: -1



ii) This record from OMol25 describes a 3-piece molecular cluster, C3H10NO3S overall. The level of theory is the ωB97M-V functional and the def2-TZVPD basis.

Positions of all 18 atoms, in Å:
1 C 1.71 -0.42 0.48
2 C 0.24 -0.70 0.34
3 S -0.61 -0.33 -1.40
4 C 2.33 -0.72 1.92
5 N 2.72 -1.99 2.37
6 O 2.52 0.23 2.72
7 H 1.69 0.74 0.08
8 H 2.15 -1.08 -0.19
9 H -0.25 0.10 0.96
10 H 0.04 -1.70 0.62
11 H 2.76 -1.96 3.37
12 H 2.64 -2.85 1.85
13 H -3.40 2.54 -3.65
14 H -2.87 1.89 -4.79
15 O -3.58 2.55 -4.51
16 H -1.86 1.31 0.01
17 H -3.34 0.81 -0.27
18 O -2.87 1.56 0.08

HOMO in eV: -3.29
HOMO-LUMO gap in eV: 6.6
Spin multiplicity: 1
LUMO in eV: 3.34
Total charge: -1



Tell me which of them is the most stable. Sure, it is ii).



i) This record from OMol25 describes C8H9NO as an isolated structure. The level of theory is the ωB97M-V functional and the def2-TZVPD basis.

Positions of all 19 atoms, in Å:
1 C -1.55 0.46 1.47
2 C -2.03 -0.85 1.38
3 C -0.31 0.79 0.99
4 C -1.35 -1.93 0.76
5 C 0.45 -0.30 0.47
6 C -0.14 -1.56 0.24
7 C 1.66 -0.74 -0.15
8 C 0.75 2.27 -2.00
9 N 1.04 -1.92 -0.59
10 O 2.75 -0.14 -0.69
11 H -2.19 1.22 1.80
12 H -2.99 -1.03 1.81
13 H 0.08 1.77 0.62
14 H -1.86 -2.88 0.71
15 H 0.73 1.35 -1.46
16 H -0.21 2.45 -2.51
17 H 1.23 3.18 -1.64
18 H 1.36 -2.95 -0.69
19 H 2.58 0.82 -0.50

HOMO (spin up / spin down) in eV: -8.28 / -6.55
HOMO-LUMO gap (spin up / spin down) in eV: 8.4 / 6.3
Spin multiplicity: 1
LUMO (spin up / spin down) in eV: 0.07 / -0.26



ii) This record from OMol25 describes one molecule with the formula C8H9NO. The level of theory is the ωB97M-V functional and the def2-TZVPD basis.

Positions of all 19 atoms, in Å:
1 C 3.52 -0.27 0.44
2 N 2.22 0.40 0.46
3 O 2.01 1.13 -0.69
4 C 1.37 -0.06 -0.56
5 C -0.46 0.02 -0.26
6 C -1.26 -1.12 -0.32
7 C -2.67 -0.99 -0.18
8 C -3.14 0.27 0.13
9 C -2.35 1.37 0.34
10 C -1.04 1.26 0.04
11 H 3.40 -1.35 0.66
12 H 3.84 -0.40 -0.57
13 H 4.12 0.09 1.33
14 H 1.84 -0.88 -1.22
15 H -0.86 -2.20 -0.66
16 H -3.31 -1.97 -0.02
17 H -4.13 0.27 0.45
18 H -2.83 2.40 0.41
19 H -0.29 2.04 0.21

HOMO in eV: -9.42
HOMO-LUMO gap in eV: 10.4
Spin multiplicity: 1
SMILES string: CN1O[C@@H]1c1ccccc1
LUMO in eV: 1.01



iii) This record from OMol25 describes one molecule with the formula C8H9NO. The level of theory is the ωB97M-V functional and the def2-TZVPD basis.

Positions of all 19 atoms, in Å:
1 C 2.66 -0.95 0.57
2 N 2.11 -0.35 -0.42
3 O 2.61 0.35 -1.37
4 C 0.39 -0.45 -0.38
5 C -0.19 -1.65 -0.56
6 C -1.59 -1.72 -0.46
7 C -2.35 -0.64 -0.18
8 C -1.73 0.63 0.01
9 C -0.34 0.71 -0.12
10 C 0.39 1.97 0.18
11 H 3.72 -0.87 0.42
12 H 2.17 -1.42 1.35
13 H 0.34 -2.53 -0.63
14 H -2.02 -2.65 -0.51
15 H -3.46 -0.73 -0.31
16 H -2.35 1.53 -0.08
17 H 1.12 2.25 -0.56
18 H -0.33 2.77 0.25
19 H 0.87 1.88 1.22

HOMO (spin up / spin down) in eV: -9.05 / -9.05
HOMO-LUMO gap (spin up / spin down) in eV: 9.9 / 9.9
Spin multiplicity: 1
SMILES string: C=[N+]([O-])c1ccccc1C
LUMO (spin up / spin down) in eV: 0.87 / 0.87



Tell me which of them is the most stable. Sure, it is iii).